A 20-piece molecular cluster, C105H115N15O45S5 overall in a non-equilibrium geometry. Source: the OMol25 dataset; level of theory: the ωB97M-V functional and the def2-TZVPD basis.

```
285
Properties=species:S:1:pos:R:3:mulliken_charge:R:1
S 3.7953 3.9108 -7.2334 1.11
S -1.0913 6.4650 -7.7021 1.22
S 0.7010 -0.7731 0.9281 0.40
S -3.9065 2.7544 4.2310 1.28
S -0.4711 6.8210 2.1587 1.15
O 3.3940 -2.1370 8.0028 -0.66
O 2.3106 -9.6430 0.6948 -0.63
O -5.4427 -6.2874 4.2437 -0.67
O 2.4272 -4.4589 1.3332 -0.70
O -1.5587 5.2950 -6.6858 -0.17
O 4.7026 2.8037 -7.5274 -0.77
O 1.7771 -1.2645 0.0937 0.44
O -3.9306 7.4388 -3.3432 -0.63
O -4.1083 5.3465 -3.6077 -0.63
O -4.0575 4.1951 4.1805 -0.73
O -5.9664 -7.2782 -0.1889 -0.63
O 3.4852 4.2026 -5.8926 -0.35
O -6.0049 -1.7162 -1.3664 -0.64
O -0.4235 0.1154 0.1492 0.52
O -3.2926 -1.7438 3.0616 -0.43
O -1.4298 -3.1439 -2.5942 -0.31
O 0.9378 6.5408 2.2121 -0.55
O 0.8004 3.7499 8.9063 -0.66
O -0.0287 -0.1952 -5.5866 -0.66
O -6.2273 0.3820 -0.9756 -0.61
O -4.9895 1.8679 3.8489 -0.63
O -0.9714 8.1217 1.7564 -0.71
O 3.9308 -2.9644 6.1332 -0.61
O 1.5392 4.0885 -3.0915 -0.06
O -2.6139 -3.5925 3.9290 0.11
O -5.3760 -9.1440 0.6548 -0.67
O -2.6862 2.6038 3.1907 -0.50
O 3.1486 -3.9163 -0.5744 -0.55
O 4.9234 6.0841 -1.7249 -0.65
O -0.1013 -2.9415 6.5283 -0.73
O -0.2534 4.4449 -4.2471 -0.24
O 4.2249 5.2434 -7.9277 -0.20
O -3.8914 -7.5776 3.6377 -0.60
O 0.1025 6.0289 -8.3650 -0.66
O 0.7097 -8.8923 -0.5732 -0.54
O 1.0887 0.0580 2.0290 -0.53
O 0.9390 -2.6462 4.6686 -0.33
O -2.2092 6.8819 -8.5216 -0.67
O 0.0814 -3.8396 -1.3236 -0.51
O -1.2194 5.7288 1.3068 -0.05
O 0.6730 1.8311 -5.5454 -0.61
O 1.0609 5.1259 7.2701 -0.65
O 6.4709 5.7649 -0.2540 -0.65
O 5.9155 0.9627 2.6893 -0.53
O 7.0253 2.6109 2.0631 -0.63
N 1.1337 -9.4778 0.4131 1.15
N 3.2589 -3.9346 0.6241 1.09
N -3.3547 -2.6217 3.9153 0.62
N 5.8885 5.4924 -1.2923 1.13
N 0.5932 4.7876 -3.4265 0.86
N -5.2233 -8.2046 -0.1147 1.20
N 0.3272 -3.3649 5.4815 1.45
N -0.4994 -3.8767 -2.3576 1.21
N -5.7451 -0.5319 -1.6105 1.11
N -4.5952 -6.5722 3.4662 1.16
N 6.0151 2.0308 2.1049 1.04
N 3.6663 -2.0271 6.8446 1.06
N 0.7670 4.0126 7.7113 1.13
N 0.7295 0.6690 -5.2185 1.20
N -4.0576 6.3231 -2.8963 1.10
C -1.8745 -8.6011 -2.6598 -0.45
C 3.9201 1.5772 0.7756 -0.70
C -6.0836 -2.1012 7.1216 -0.44
C -4.5053 1.1616 -3.0170 -1.15
C 6.2331 2.7353 -3.7743 -0.46
C 1.0608 -6.1686 -5.5540 -0.77
C 4.6328 -3.0275 2.5682 -0.44
C -4.1721 -1.1318 -3.5420 -0.68
C 3.6758 0.3717 7.1203 -0.71
C -0.2702 -4.3694 -4.7585 0.01
C 0.7363 -5.2477 4.0395 -0.19
C -0.7524 -0.3193 -1.2445 1.04
C -2.5404 1.1264 2.6240 0.70
C 2.6748 3.5030 -0.0702 1.20
C -1.0941 -6.8307 5.2677 -0.71
C 0.1027 -10.0332 1.2290 0.04
C -4.3741 4.7413 0.4916 -0.56
C 0.1727 -5.1161 -5.8058 -0.80
C -0.2810 -2.1620 1.4695 1.91
C -3.9217 7.2062 -0.5982 0.11
C -4.1463 5.8589 1.2904 0.00
C -1.1678 -9.4922 1.1608 0.20
C 3.5473 -0.4407 4.8805 0.64
C 3.5417 4.3678 0.5648 -0.81
C -4.3321 -2.4630 5.0722 0.19
C 0.0572 -4.6966 -3.4275 -0.51
C 4.6271 3.8374 1.2332 -0.82
C 0.5007 -6.5116 3.5930 -0.24
C -0.9219 0.9852 -2.0404 0.49
C 1.8385 0.2342 -4.2902 -0.54
C -3.6401 -7.1989 -1.8256 -0.43
C 3.6412 -0.6607 -2.5236 -1.02
C 3.4023 0.8637 4.4208 0.25
C -2.4079 -9.7651 -1.9241 -0.63
C -0.5683 -11.7019 2.8185 -0.40
C 1.7816 -1.0592 -3.9172 -0.24
C -1.7744 3.9434 -7.2508 0.27
C -3.9744 7.0870 0.7578 -1.26
C -0.7169 4.3261 1.4789 0.30
C -3.3071 -3.7699 0.6926 0.67
C 3.5633 1.8966 5.3115 -0.30
C -2.1353 -10.1220 1.9946 -0.11
C 0.2832 2.0315 4.5822 0.67
C 5.8222 3.9250 -3.1865 -0.14
C 1.5084 -6.4008 -4.2090 -0.69
C 6.5810 -2.2419 0.6733 -0.55
C 7.6312 2.2671 -1.9246 -0.40
C -3.2593 3.6966 -7.3617 -1.15
C -3.3024 2.2564 5.8116 -0.47
C 3.7784 1.6433 6.6865 -0.94
C -3.4595 -9.5220 -1.1192 -0.52
C 3.5091 0.7158 -2.8366 0.30
C 0.4439 -11.1262 2.0832 -0.91
C 5.7888 -2.3940 2.9599 0.01
C 6.7926 -2.0400 2.0099 -0.68
C 1.5268 6.5577 -1.9807 0.16
C 0.0476 0.5346 6.5296 -0.27
C 0.0908 -4.7869 5.1105 -0.33
C -4.0674 -8.2720 -1.0705 0.02
C 7.2717 3.4611 -1.3173 -0.70
C -5.2806 -3.2725 7.1046 -1.01
C 2.7509 -1.5681 -3.0639 0.02
C -0.7275 7.7147 -6.5410 -0.78
C -0.8525 3.6598 0.1461 1.58
C -4.1185 6.1403 -1.4592 -0.63
C 1.5185 7.8386 -1.3964 -0.65
C 2.8602 2.0998 0.0019 0.58
C -4.7282 -0.1912 -2.7520 0.37
C 3.6360 -0.6765 6.2498 -0.63
C 0.1099 0.7092 5.2082 1.13
C 5.4597 -2.9614 0.2791 -0.53
C -4.3337 4.8702 -0.8879 0.03
C 2.2470 3.6963 -8.0811 -0.76
C 4.4631 -3.3103 1.2284 0.11
C -5.1692 -1.3516 5.0876 -0.17
C -2.9210 -5.7957 1.8450 0.20
C 7.1213 1.8572 -3.1579 -0.66
C 5.7988 6.7626 -8.7137 -1.23
C 6.3508 4.2677 -1.9846 0.27
C 4.7556 2.4586 1.3188 0.95
C -4.4236 -3.4468 6.0400 -0.14
C -3.1021 0.5963 -4.9213 -0.87
C -6.0713 -1.1545 6.1309 -0.97
C -0.6949 8.0958 -2.3619 -1.37
C 0.2334 1.6560 7.3915 -1.04
C -2.4757 -4.8359 1.0031 -0.37
C -3.3440 -0.7551 -4.6015 -0.19
C 2.6271 1.2193 -3.8026 -0.03
C -3.4684 0.9017 1.4172 -0.54
C -3.6547 1.5237 -4.0539 -0.04
C -0.9399 -5.4969 5.7295 -0.67
C -4.2002 -5.6900 2.3719 -0.54
C -0.6475 6.8295 -2.9712 0.11
C -1.1451 6.6952 3.8413 -0.78
C -4.5516 -3.6514 1.2729 -0.56
C 0.4906 6.1174 -2.8065 -1.13
C 0.4955 3.0815 5.4307 -0.83
C 0.5203 2.8514 6.7913 -0.15
C -1.8379 -11.2374 2.7771 -1.07
C 5.5619 5.6823 -7.7373 -0.17
C 0.3175 8.5352 -1.5528 -0.73
C -4.9885 -4.6308 2.1359 -1.11
C -2.4721 -7.3662 -2.6043 -0.21
C 1.0386 -5.6765 -3.1661 -0.05
C -0.3895 -7.3764 4.1964 -0.45
H 0.9277 -1.7042 -4.2926 0.19
H 3.2384 1.0587 3.3650 0.16
H 4.4018 -0.9964 -1.7897 0.37
H 3.3316 2.9464 4.9464 0.45
H 5.2785 -3.1273 -0.7568 0.50
H -4.5140 3.8021 0.9746 0.77
H 1.1208 -6.8138 2.7677 0.61
H -2.4588 2.8505 6.0651 0.11
H 2.3389 5.8629 -1.8978 0.31
H 5.6635 5.9506 -6.6971 0.26
H -0.9563 -8.7525 -3.1803 0.48
H -3.8025 -10.3166 -0.5024 0.50
H 1.8588 2.7397 -7.7866 0.26
H -1.2601 3.9549 -8.1806 0.69
H 5.8748 -2.2395 4.0511 0.29
H 7.7352 3.8260 -0.4346 0.59
H -3.4000 2.6643 -7.6999 0.35
H -4.5082 0.7760 1.8066 0.65
H -1.3165 3.2578 -6.5159 -0.41
H 0.1348 -0.7864 -1.6201 0.08
H -5.9597 -4.5603 2.5087 0.88
H -5.2235 -0.6147 4.2863 0.29
H 1.7609 3.7790 -0.7229 -1.64
H -1.1039 5.6290 4.1012 -0.04
H -3.9784 5.7311 2.3540 0.45
H -2.4984 0.8774 -5.7546 0.68
H -1.5197 1.1013 2.3937 -0.12
H -3.2113 -9.8426 1.8374 0.27
H -0.1325 -4.8774 -6.7660 0.58
H -0.5402 -8.3942 3.8465 0.32
H -2.9889 -1.5036 -5.2732 0.43
H 4.2124 0.5347 0.8045 0.18
H 1.7133 4.5895 -7.7427 0.09
H 2.5293 2.2410 -4.1952 0.50
H 7.7678 -1.6144 2.2627 0.37
H -4.4752 -2.1825 -3.5043 0.43
H -1.9266 -10.7373 -1.8928 0.40
H 2.6386 -2.6157 -2.7259 0.25
H -2.6312 -11.7086 3.3177 0.50
H -3.5806 3.7404 -6.3664 0.15
H 5.0534 4.5758 -3.6693 0.38
H -4.1580 2.2596 6.5771 0.44
H 4.2018 1.4849 -2.3587 0.24
H -3.0150 1.2283 5.7123 0.06
H 6.8785 7.1873 -8.7313 0.34
H -2.8027 0.4393 3.4147 0.35
H 3.2469 5.4009 0.5758 0.71
H 5.3211 4.4806 1.7581 0.61
H -1.0097 0.7866 -3.0862 -0.44
H -5.3586 -4.0047 7.9144 0.44
H 2.5568 3.7259 -9.1344 0.48
H -1.5180 -4.9149 0.5572 0.62
H -3.8505 4.3813 -7.9424 0.37
H -1.4415 6.5768 -3.6388 1.37
H 0.1635 9.4662 -1.0462 0.37
H 0.4095 1.5186 8.4434 0.55
H 0.4074 -2.7539 2.0724 -0.19
H -3.6909 8.0963 -1.1708 0.37
H 1.4200 -11.5077 2.1356 0.59
H -6.7856 -2.0752 7.9109 0.42
H -3.2176 0.0116 0.8725 -0.14
H -6.6331 -0.2236 6.1279 0.52
H -1.0283 -3.6305 -5.0539 0.25
H 0.7006 4.0649 5.0882 0.92
H 5.1398 7.6776 -8.5471 0.27
H -0.3491 -12.5870 3.3897 0.41
H -1.8236 -7.3031 5.8970 0.37
H -4.9612 1.8379 -2.2736 0.58
H 0.1114 -0.2410 4.5731 -1.22
H 0.1266 7.3908 -5.9867 0.20
H -1.8501 1.5581 -1.8400 -0.27
H 2.2848 -7.1327 -4.0205 0.49
H 3.8662 2.4948 7.4183 0.28
H -3.8329 8.0004 1.2859 0.39
H -4.5252 3.9954 -1.5287 0.47
H 6.2689 4.8637 -7.8362 0.38
H -1.5783 -1.0893 -1.1784 -0.63
H 1.4899 -5.7983 -2.1619 0.43
H 1.4711 -4.6591 3.5405 0.41
H 0.2824 4.3523 1.8931 0.54
H -2.1776 6.9984 3.6889 0.27
H -1.7940 3.8911 -0.3046 -0.01
H 3.7718 0.0429 8.1616 0.49
H 0.0286 1.4735 -1.8861 -0.48
H -3.5819 2.5318 -4.2664 0.54
H -0.5902 7.2613 4.5845 0.48
H -0.0577 -0.5339 6.8339 0.25
H -3.3590 1.8446 0.8562 -0.39
H -1.6434 8.5916 -2.3746 0.58
H 8.3037 1.5916 -1.3418 0.31
H -5.1514 -2.7163 1.0142 0.08
H 2.0758 1.4148 -0.3609 -0.13
H 0.4109 2.1017 3.5478 0.27
H 5.6318 6.4167 -9.7336 0.32
H -0.5252 -2.8167 0.5947 -1.41
H 7.2943 0.8870 -3.5948 0.52
H -1.3070 -8.6216 0.4971 0.50
H -2.3622 -6.6749 2.1168 0.14
H 3.7813 -3.2369 3.2462 0.50
H -0.0667 4.0104 -0.5231 -1.44
H -1.5778 7.7958 -5.8864 0.17
H 1.4095 -6.7062 -6.3850 0.51
H -1.3985 3.9539 2.2891 -0.64
H 2.2443 8.1877 -0.6447 0.41
H -0.7672 2.5669 0.3348 -0.03
H 7.3984 -2.1350 -0.0499 0.45
H -4.1620 -6.2426 -1.8245 0.54
H 5.7483 2.4529 -4.7038 0.43
H -0.5657 8.6101 -7.1262 0.52
H -1.0983 -1.8026 2.0401 -0.88
H 3.5302 -1.2300 4.1361 0.59
H -2.0036 -6.5244 -3.1629 0.42
H -2.9339 -2.9276 0.1154 0.12
H -3.9059 -4.3853 5.8847 0.42
H -1.4820 -5.1005 6.6144 0.57
```

Output
Kohn-Sham gap: 8.367 eV
LUMO: -0.043 hartree
max |F|: 4.57 eV/A
highest occupied orbital energy: -9.5 eV
relative energy (zero: lowest compared OMol25 entry of this formula, charge and spin): 0.537 eV

One molecule with the formula C7H5BrCl2O in a non-equilibrium geometry. Source: the OMol25 dataset; level of theory: the ωB97M-V functional and the def2-TZVPD basis.

```
16
Properties=species:S:1:pos:R:3:nbo_charge:R:1
Br -2.1090 2.7925 -2.1188 0.07
Cl -2.9726 2.1436 0.7026 0.03
Cl 3.2681 0.7134 1.1844 0.02
O 0.6097 0.4167 1.3672 -0.49
C -0.6077 0.0890 0.7229 0.02
C 0.6415 -1.8525 -0.3548 -0.20
C -0.7592 0.9669 -0.4057 -0.29
C -0.5382 -1.2721 -0.0219 -0.20
C -1.7332 1.8390 -0.4793 -0.08
C 1.7857 -0.1157 0.7975 0.32
C 1.8669 -1.2284 0.1077 -0.37
H -0.1166 0.9622 -1.2900 0.25
H 2.7299 -1.4884 -0.3944 0.23
H 0.7414 -2.6300 -1.0178 0.22
H -1.5282 -1.6015 -0.3264 0.22
H -1.2786 0.2654 1.5269 0.23
```

Output
Kohn-Sham gap: 8.763 eV
LUMO: 0.007 hartree
max |F|: 3.72 eV/A
SMILES: ClC1=CC=C[C@H](/C=C(\Cl)Br)O1
highest occupied orbital energy: -8.6 eV
relative energy (zero: lowest compared OMol25 entry of this formula, charge and spin): 0.525 eV